Entry 1:
Density functional theory data (ωB97M-V with the def2-TZVPD basis set) for a structure of composition C15H21FIN3O5STl.

Atoms and positions in Å:
Tl1 0.5660 -0.9514 -6.1744
I1 -0.4065 0.9353 2.5329
S1 2.4753 -0.4356 1.2222
F1 3.7215 -0.9609 0.4592
O1 0.6286 -2.8071 -3.2238
O2 1.6936 -1.1862 -4.3192
O3 2.9317 0.3959 2.2767
O4 -3.1906 -0.4794 3.8182
O5 1.6660 -1.5586 1.5595
N1 -2.4781 0.1112 1.7457
N2 0.1039 1.3603 -3.0337
N3 3.3700 2.1285 -1.1031
C1 1.5499 0.5898 0.0287
C2 2.5887 1.4327 -0.6320
C3 1.8431 -1.3200 -1.7833
C4 0.5826 0.7000 -2.2238
C5 -2.5439 0.0142 -0.9022
C6 -1.6230 -1.1123 -1.4432
C7 -2.5569 -0.8665 2.8906
C8 0.8533 3.0202 0.8284
C9 -0.3562 -1.0210 -0.5677
C10 1.3272 -1.8624 -3.1188
C11 -1.8661 -2.2166 2.8974
C12 0.4572 1.5372 0.6560
C13 -3.1529 -0.4212 0.4948
C14 1.9129 3.2739 1.9191
C15 0.8838 -0.2645 -1.1169
H1 -4.2025 -0.1025 0.5685
H2 2.2107 -0.3905 -4.0897
H3 2.8485 -0.9067 -1.9445
H4 1.5322 3.0704 2.9338
H5 -3.4053 0.1324 -1.5659
H6 2.1138 4.3508 1.8913
H7 -0.0544 3.5226 1.1939
H8 -0.3784 1.5195 -0.0476
H9 -0.7992 -2.1378 2.6451
H10 -1.4660 -1.1232 -2.5206
H11 -0.0071 -2.0413 -0.3844
H12 -2.1079 -2.0660 -1.2095
H13 -0.7139 -0.6377 0.3766
H14 -1.9104 -2.6272 3.9068
H15 -2.3006 -2.9261 2.1860
H16 -2.0382 0.9738 -0.7870
H17 1.0880 3.5096 -0.1206
H18 -2.9997 0.9413 2.0569
H19 1.9612 -2.1803 -1.1200
H20 -3.1535 -1.5127 0.5514
H21 2.8696 2.7959 1.7122

- charge = +3
- E (eV) = -56915.7841
- LUMO energy (eV) = -14.2
- HOMO (eV) = -19.78
- Kohn-Sham gap (eV) = 5.58

=====

Entry 2:
Density functional theory data (ωB97M-V with the def2-TZVPD basis set) for a cluster of 2 separate species, C6H14P in total.

Atoms and positions in Å:
P1 0.4944 0.9112 1.2959
C1 0.1664 -0.7631 0.7102
C2 -1.3451 -1.4629 -3.2154
C3 1.7419 1.5990 0.1131
C4 -2.1157 -1.1509 -2.0531
C5 -2.7098 -0.5630 -1.1644
C6 1.1990 0.8043 3.0087
H1 0.2717 -1.1466 -0.4167
H2 1.2855 -0.2368 3.2865
H3 0.6067 -1.5757 1.2656
H4 2.7483 1.7696 0.5993
H5 -3.2734 -0.4758 -0.3184
H6 2.0491 1.0524 -0.8286
H7 -1.5062 -0.6435 -4.0034
H8 -0.3062 -1.6141 -3.0127
H9 -0.8607 -0.9594 0.8262
H10 1.5515 2.5863 -0.2758
H11 2.1955 1.3236 3.0637
H12 0.3647 1.2755 3.4779
H13 -0.6798 1.6211 1.3751
H14 -1.8777 -2.3512 -3.7335

- ΔE to the lowest compared entry with this formula, charge and spin (kJ/mol) = 371.2
- charge = +1
- E (eV) = -15728.0896
- LUMO energy (eV) = -3.1
- HOMO (eV) = -12.89
- Kohn-Sham gap (eV) = 9.82

=====

Entry 3:
Density functional theory data (ωB97M-V with the def2-TZVPD basis set) for a cluster of 3 separate species, C17H35F6N2O4S in total.

Atoms and positions in Å:
S1 -0.0795 -3.0389 1.3575
F1 1.2934 -4.5874 4.4279
F2 -0.7669 -0.8890 2.8223
F3 -3.1182 -1.7317 3.6427
F4 -2.9563 -1.6948 1.5210
F5 -2.9849 -3.5422 2.6012
F6 -0.7420 -2.7250 3.9176
O1 -0.6168 -2.5459 0.1124
O2 -0.4221 -4.4259 1.5193
O3 -1.2104 1.9487 0.6621
O4 1.7695 -0.5270 -3.7557
N1 -3.0107 3.9890 1.5647
N2 -0.0598 1.4950 -2.8826
C1 1.9295 1.5392 2.4118
C2 -1.8029 0.8126 0.0390
C3 3.0355 -0.5299 1.4506
C4 1.8155 -1.2815 0.9055
C5 2.7766 0.2832 2.7153
C6 -0.8579 0.7723 -5.0605
C7 2.0474 -4.4407 3.2712
C8 -3.8086 3.3027 -0.6301
C9 1.6403 0.6656 -4.4975
C10 1.1919 -1.6791 -4.3426
C11 0.3046 1.3998 -4.2982
C12 -1.3175 3.1563 -0.0604
C13 2.1778 -2.9752 2.8437
C14 -1.0247 -2.2031 2.7374
C15 1.6489 -2.7564 1.4081
C16 -2.5665 -2.3226 2.5810
C17 -2.6430 3.9051 0.1466
H1 -3.5246 3.0971 -1.6646
H2 -1.1168 2.9914 -1.1246
H3 -2.9808 3.0432 1.9393
H4 -4.6495 3.9985 -0.6474
H5 -4.1674 2.3759 -0.1840
H6 0.8993 1.3089 2.6619
H7 0.6753 1.9913 -2.3841
H8 2.2155 2.3795 3.0415
H9 0.1434 -1.7804 -4.0555
H10 2.0001 1.8107 1.3663
H11 -0.5113 3.7948 0.3191
H12 1.2834 -1.6670 -5.4338
H13 -2.8565 0.7325 0.3176
H14 1.8417 0.4863 -5.5630
H15 -2.4979 4.9252 -0.2250
H16 3.7395 0.5887 3.1257
H17 -2.2703 4.4715 2.0669
H18 2.2692 -0.2765 3.4936
H19 0.4356 2.4159 -4.6853
H20 1.6972 -2.3388 3.5853
H21 1.7242 -2.5478 -3.9573
H22 -1.2946 -0.0762 0.4082
H23 -1.7001 0.8390 -1.0467
H24 3.2428 -2.7849 2.8201
H25 2.4390 1.3187 -4.1326
H26 3.0392 -4.8243 3.5226
H27 -1.7065 1.4573 -5.0829
H28 0.9342 -0.6528 1.0444
H29 -0.5784 0.5558 -6.0945
H30 1.9504 -1.3397 -0.1735
H31 3.8906 -1.1919 1.5583
H32 1.6792 -5.0620 2.4663
H33 -1.2039 -0.1521 -4.5991
H34 -0.0174 0.5529 -2.4962
H35 3.3344 0.1860 0.6819

- charge = -1
- E (eV) = -56505.5719
- LUMO energy (eV) = 2.6
- HOMO (eV) = -3.71
- Kohn-Sham gap (eV) = 6.28

=====

- Number 2 is which compound?
  C6H14P